Record 1
This record from the Open Molecules 2025 dataset describes a single C3H4N2 molecule. The level of theory is ωB97M-V with the def2-TZVPD basis set.

Last column: Mulliken charge in e.
Element x y z (Å)
C 0.651 -0.216 -0.763  -0.38
C 1.027 -0.281 0.583  -0.22
N 0.030 0.010 1.386  -0.71
N -0.995 0.337 0.577  0.25
C -0.662 0.165 -0.728  -0.32
H 1.285 -0.322 -1.628  0.34
H 1.933 -0.545 1.094  0.44
H -1.869 0.620 1.008  0.23
H -1.400 0.232 -1.529  0.39

Computed properties:
total charge = 0
orbital gap = 0.3873 hartree
largest force on an atom = 1.0 eV/Å
HOMO level = -9.45 eV
SMILES = c1cn[nH]c1
ΔE to the lowest compared entry with this formula, charge and spin = 54.2 kJ/mol
lowest unoccupied orbital energy = 1.085 eV

---

Record 2
This record from the Open Molecules 2025 dataset describes a single C3H4N2 molecule. The level of theory is ωB97M-V with the def2-TZVPD basis set.

Last column: Mulliken charge in e.
Element x y z (Å)
C 1.086 -0.591 0.031  -0.33
C 0.716 0.731 -0.044  -0.26
N -0.662 0.705 -0.004  -0.05
C -1.041 -0.596 0.103  -0.12
N -0.015 -1.400 0.146  -0.53
H 2.023 -1.098 -0.136  0.38
H 1.240 1.678 -0.109  0.36
H -1.281 1.499 -0.046  0.19
H -2.067 -0.929 0.059  0.36

Computed properties:
total charge = 0
orbital gap = 0.3604 hartree
largest force on an atom = 0.7 eV/Å
HOMO level = -8.89 eV
SMILES = c1c[nH]cn1
ΔE to the lowest compared entry with this formula, charge and spin = 8.2 kJ/mol
lowest unoccupied orbital energy = 0.919 eV

---

Record 3
This record from the Open Molecules 2025 dataset describes a single C3H4N2 molecule in a non-equilibrium geometry. The level of theory is ωB97M-V with the def2-TZVPD basis set.

Last column: Mulliken charge in e.
Element x y z (Å)
C -1.052 0.467 0.047  -0.29
C 0.104 1.145 -0.034  -0.16
N 1.089 0.143 -0.062  -0.12
C 0.445 -0.983 -0.070  -0.07
N -0.869 -0.826 0.068  -0.50
H -2.144 0.740 -0.258  0.29
H 0.755 2.101 0.179  0.29
H 2.024 0.246 0.322  0.27
H 0.846 -2.075 0.058  0.28

Computed properties:
total charge = 0
orbital gap = 0.3598 hartree
largest force on an atom = 6.4 eV/Å
HOMO level = -8.95 eV
SMILES = c1c[nH]cn1
ΔE to the lowest compared entry with this formula, charge and spin = 142.3 kJ/mol
lowest unoccupied orbital energy = 0.845 eV

---

Record 4
This record from the Open Molecules 2025 dataset describes a single C3H4N2 molecule in a non-equilibrium geometry. The level of theory is ωB97M-V with the def2-TZVPD basis set.

Last column: Mulliken charge in e.
Element x y z (Å)
C 1.248 -0.757 -1.133  -0.22
C 0.057 0.250 0.944  -0.37
C -1.025 0.243 -0.065  -0.27
N 2.098 -0.731 -1.887  -0.25
N -0.057 -0.809 -0.030  0.07
H 0.847 0.984 0.834  0.30
H -0.133 -0.057 1.962  0.23
H -2.008 -0.105 0.228  0.24
H -1.027 0.983 -0.854  0.28

Computed properties:
total charge = 0
orbital gap (alpha / beta) = 0.2544 / 0.2771 hartree
largest force on an atom = 3.5 eV/Å
HOMO level (alpha / beta) = -6.11 / -11.21 eV
2S+1 = 3
ΔE to the lowest compared entry with this formula, charge and spin = 252.1 kJ/mol
lowest unoccupied orbital energy (alpha / beta) = 0.813 / -3.672 eV

---

Record 5
This record from the Open Molecules 2025 dataset describes a molecular structure, C3H4N2O in a non-equilibrium geometry. The level of theory is ωB97M-V with the def2-TZVPD basis set.

Last column: Mulliken charge in e.
Element x y z (Å)
N -0.436 -1.753 -0.818  -0.61
C -1.257 -0.945 -0.296  0.12
O -0.920 0.287 0.095  -0.33
C 0.382 0.678 -0.184  -0.50
C 0.888 1.540 0.664  0.57
N 1.424 2.305 1.472  -0.53
H -0.901 -2.624 -1.056  0.24
H -2.319 -1.096 -0.107  0.36
H 0.960 0.133 -0.917  0.35
H 2.180 1.475 1.146  0.33

Computed properties:
total charge = 0
orbital gap = 0.3301 hartree
largest force on an atom = 2.7 eV/Å
HOMO level = -8.33 eV
ΔE to the lowest compared entry with this formula, charge and spin = 448.9 kJ/mol
lowest unoccupied orbital energy = 0.655 eV

---

Record 6
This record from the Open Molecules 2025 dataset describes a single C3H4N2O molecule. The level of theory is ωB97M-V with the def2-TZVPD basis set.

Last column: Mulliken charge in e.
Element x y z (Å)
C -1.616 0.083 -0.053  -0.88
C -0.134 -0.086 -0.118  0.58
N 0.715 0.563 0.755  -0.51
C 1.870 0.149 0.359  0.12
O 1.829 -0.692 -0.670  -0.13
N 0.468 -0.847 -0.987  -0.37
H -2.131 -0.515 -0.808  0.30
H -1.966 -0.215 0.940  0.25
H -1.865 1.138 -0.203  0.25
H 2.829 0.423 0.785  0.40

Computed properties:
total charge = 0
orbital gap = 0.4352 hartree
largest force on an atom = 0.4 eV/Å
HOMO level = -10.78 eV
SMILES = Cc1ncon1
ΔE to the lowest compared entry with this formula, charge and spin = 137.9 kJ/mol
lowest unoccupied orbital energy = 1.058 eV